(1)
DFT (ωB97M-V/def2-TZVPD) results for C19H43BiN2O2P3 as an isolated structure.

```
70
C19H43BiN2O2P3 | OMol25 | ωB97M-V/def2-TZVPD
Bi 0.2097 -0.3298 0.6881
P 0.5144 -2.5832 -0.4962
P 2.7704 -0.0124 1.6546
P -2.3252 0.4737 0.0997
H 1.8992 3.6439 0.3608
C 0.8407 3.7882 0.6062
C 0.3552 3.6852 1.8431
H 0.9888 3.4646 2.7041
C 1.2689 -2.2132 -2.0942
C 1.6886 -3.6563 0.3214
C -1.0564 -3.4194 -0.7738
C 3.1808 1.5204 2.5312
C 3.1528 -1.2543 2.9366
C 4.0846 -0.1358 0.3964
C -2.8425 2.1454 0.5581
C -3.7307 -0.5694 0.5684
C -2.3820 0.5945 -1.7066
H 0.1829 3.8664 -0.2699
H -0.7186 3.7362 2.0361
H 1.4267 -3.1128 -2.7192
H 2.1990 -1.6298 -2.0248
H 0.4820 -1.6144 -2.5499
H 1.7637 -4.5941 -0.2330
H 1.3133 -3.8291 1.3417
H 2.6663 -3.1531 0.3659
H -0.9092 -4.3286 -1.3760
H -1.7717 -2.7541 -1.2823
H -1.4739 -3.6961 0.2059
H 4.2779 1.6144 2.5266
H 2.8302 1.4314 3.5682
H 2.7237 2.4086 2.0706
H 4.2392 -1.2314 3.1288
H 2.8543 -2.2679 2.6271
H 2.6143 -0.9818 3.8580
H 5.0617 -0.1027 0.9113
H 4.0113 0.7198 -0.3037
H 3.9946 -1.0773 -0.1792
H -3.6800 2.4474 -0.0901
H -2.0183 2.8669 0.4603
H -3.1789 2.1264 1.6036
H -4.6463 -0.2162 0.0566
H -3.8781 -0.5006 1.6603
H -3.5420 -1.6206 0.2893
H -3.3991 0.8585 -2.0524
H -2.0631 -0.3393 -2.1988
H -1.6780 1.3843 -2.0223
C -0.6778 0.7498 -4.6381
C 0.0455 0.3845 -5.7913
C 0.0406 1.3186 -6.8530
C -0.5979 2.5866 -6.7283
C -1.4240 2.8387 -5.6112
C -1.5649 1.8601 -4.5923
O -0.4250 0.0199 -3.4852
H 0.4984 -0.3895 -3.5642
H 0.5840 -0.5967 -5.7677
H 0.5418 1.0423 -7.7669
H -0.4774 3.3592 -7.5220
H -1.9610 3.7800 -5.5448
H -2.3136 1.9516 -3.8167
C -0.2798 -0.0419 5.9480
N -1.0172 -1.0618 5.2440
C -0.9280 -1.2152 3.9002
N -1.8084 -2.0915 3.3549
O -0.0944 -0.5916 3.1737
H 0.2231 0.6344 5.2344
H 0.4746 -0.4727 6.6267
H -0.9589 0.5342 6.5915
H -1.7973 -1.5522 5.7180
H -1.8146 -2.1738 2.3420
H -2.5692 -2.4252 3.9421
```

Charge ... +3
Energy ... -2247.39347 hartree
E_HOMO (spin up / spin down) ... -14.9 / -14.9 eV
LUMO (spin up / spin down) ... -0.4215 / -0.4213 Eh
Molecular weight ... 633.5 g/mol
Multiplicity ... 1
Gap between HOMO and LUMO (spin up / spin down) ... 3.459 / 3.463 eV

---

(2)
DFT (ωB97M-V/def2-TZVPD) results for C37H58AsCl2CsN8O4PS2Si2 as an isolated structure.

```
116
C37H58AsCl2CsN8O4PS2Si2 | OMol25 | ωB97M-V/def2-TZVPD
Cs -0.4616 -0.1592 0.0372
O -2.6120 5.8434 -3.0130
C -2.0616 5.0249 -2.0703
O -1.4519 5.5029 -1.1675
C -2.2932 3.5753 -2.2454
C -3.2626 2.9393 -2.9841
N -3.0969 1.6245 -2.7856
N -2.0633 1.3506 -1.9546
C -1.5624 2.5279 -1.6244
C -0.2182 2.6133 -0.9001
O 0.7191 2.9262 -1.6337
O -0.2019 2.2855 0.3204
H -3.0159 5.3180 -3.7083
H -4.0606 3.3125 -3.6135
H -3.5982 0.8649 -3.2099
N -3.6214 -3.4639 -1.0515
P -3.3359 -1.7380 -1.1977
C -4.5877 -1.0669 -0.0158
C -5.2529 0.1289 -0.3049
C -6.1522 0.6824 0.5955
C -6.3812 0.0668 1.8172
C -5.7129 -1.1091 2.1275
C -4.8239 -1.6730 1.2204
C -4.2708 -1.5545 -2.7867
C -3.5077 -1.3552 -3.9377
C -4.1165 -1.2272 -5.1863
C -5.4944 -1.3119 -5.2940
C -6.2649 -1.5368 -4.1573
C -5.6571 -1.6583 -2.9116
C -2.7634 -4.1595 -0.2076
C -2.6217 -5.5517 -0.2495
C -1.8106 -6.1485 0.6881
C -1.1580 -5.3674 1.6358
C -1.3436 -3.9975 1.5845
N -2.1257 -3.3948 0.6774
H -3.9297 -3.9490 -1.8735
H -5.0821 0.6289 -1.2505
H -6.6675 1.6052 0.3457
H -7.0690 0.5079 2.5282
H -5.8768 -1.5877 3.0864
H -4.3009 -2.5829 1.4793
H -2.4224 -1.3053 -3.8519
H -3.5104 -1.0603 -6.0698
H -5.9709 -1.2111 -6.2644
H -7.3428 -1.6158 -4.2409
H -6.2613 -1.8298 -2.0285
H -3.1506 -6.1313 -0.9985
H -1.6896 -7.2256 0.6913
H -0.5278 -5.8077 2.3972
H -0.8580 -3.3455 2.3042
C 0.1940 1.2463 4.2724
N -0.5286 2.0580 3.2977
C -1.8640 2.0475 3.1234
S -2.9170 1.1916 4.1529
N -2.3132 2.8269 2.1006
C -3.6488 2.7164 1.5458
H 0.5932 1.8680 5.0792
H 1.0274 0.7464 3.7792
H -0.4817 0.5211 4.7039
H 0.0419 2.5174 2.5959
H -1.6003 3.0907 1.4288
H -4.2671 2.1376 2.2184
H -3.6209 2.2148 0.5736
H -4.0910 3.7079 1.4158
Cl 1.7567 -2.4207 2.2975
C 2.2125 -4.0929 2.6069
Cl 1.4106 -4.7768 4.0465
H 3.2754 -4.1114 2.7864
H 1.9420 -4.6964 1.7521
C 3.2755 1.1534 -2.0019
N 2.4720 0.5071 -3.0605
C 1.8248 1.4650 -3.9569
C 2.1414 -0.8015 -3.0269
S 0.7686 -1.4579 -3.7848
N 2.9933 -1.5909 -2.2870
C 4.4354 -1.4727 -2.4935
C 2.5954 -2.9442 -1.9172
H 2.7118 2.0023 -1.6199
H 4.2349 1.5105 -2.3933
H 3.4468 0.4812 -1.1693
H 2.5967 1.9868 -4.5337
H 1.2663 2.1914 -3.3700
H 1.1580 0.9487 -4.6318
H 4.6765 -0.5698 -3.0446
H 4.7887 -2.3316 -3.0757
H 4.9652 -1.4585 -1.5402
H 1.5604 -2.9629 -1.5920
H 3.2368 -3.2694 -1.0944
H 2.6999 -3.6429 -2.7547
C 6.4756 0.4824 0.3773
Si 5.2314 -0.2272 1.6151
C 5.1478 -2.0734 1.1583
C 6.1716 -0.2071 3.2540
As 3.1307 0.6561 1.5886
Si 3.6298 2.6579 2.5917
C 5.2434 3.4939 2.0716
C 2.2489 3.9098 2.2647
C 3.8108 2.5454 4.4742
H 7.4890 0.1015 0.5684
H 6.5038 1.5780 0.4384
H 6.1986 0.2236 -0.6539
H 6.0324 -2.3927 0.5890
H 4.2550 -2.2781 0.5579
H 5.0895 -2.6924 2.0656
H 7.0987 -0.7959 3.1996
H 5.5438 -0.6133 4.0581
H 6.4388 0.8210 3.5372
H 5.2796 3.6458 0.9853
H 6.1084 2.8814 2.3541
H 5.3470 4.4727 2.5606
H 2.6609 4.8925 1.9970
H 1.6109 4.0481 3.1503
H 1.6166 3.5800 1.4257
H 4.8365 2.2521 4.7381
H 3.1389 1.7898 4.8941
H 3.5960 3.5075 4.9631
```

Charge ... -1
Energy ... -7076.93542 hartree
E_HOMO ... -3.3 eV
LUMO ... 0.0560 Eh
Molecular weight ... 1108.9 g/mol
Multiplicity ... 1
Gap between HOMO and LUMO ... 4.814 eV

---

(3)
DFT (ωB97M-V/def2-TZVPD) results for C2H2FHgO as an isolated structure.

```
7
C2H2FHgO | OMol25 | ωB97M-V/def2-TZVPD
O 0.1322 -1.3414 -0.0965
C -0.9472 -0.8429 -0.6854
C -1.1603 0.1487 0.2564
Hg 1.7484 0.0889 0.0701
H -2.2443 0.1485 -0.3826
H -1.1100 -0.6341 -1.7555
F -0.2028 1.2215 0.1856
```

Expectation value of S² ... 1.099
Energy ... -405.63056 hartree
E_HOMO (spin up / spin down) ... -8.6 / -8.1 eV
LUMO (spin up / spin down) ... -0.0348 / -0.0776 Eh
Molecular weight ... 261.6 g/mol
Multiplicity ... 2
Gap between HOMO and LUMO (spin up / spin down) ... 7.690 / 6.030 eV

---

(4)
DFT (ωB97M-V/def2-TZVPD) results for C4H3NOS in the gas phase.

```
10
C4H3NOS | OMol25 | ωB97M-V/def2-TZVPD
C -0.5112 -1.4785 -2.3316
C 0.0626 0.7980 0.7908
C 1.2260 -0.1436 1.1022
C 2.1531 -0.5562 1.9212
H 0.3682 -2.0390 -2.6405
H -1.3622 -1.4061 -3.0011
H 2.5776 -1.3934 2.7818
N -0.0772 -0.7915 -1.3672
O -0.4315 1.6217 1.5909
S -0.9484 0.3554 -0.5746
```

SMILES ... C#CC(=O)SN=C
Energy ... -682.21858 hartree
E_HOMO ... -9.6 eV
LUMO ... -0.0183 Eh
Molecular weight ... 113.1 g/mol
Multiplicity ... 1
Gap between HOMO and LUMO ... 9.130 eV

---

(5)
DFT (ωB97M-V/def2-TZVPD) results for a 9-piece molecular cluster, H18O9 overall.

```
27
H18O9 | OMol25 | ωB97M-V/def2-TZVPD
O 0.1809 2.1099 -0.1396
H -0.7126 2.1276 -0.5081
H 0.7598 1.7360 -0.8378
O 1.8641 -1.3355 3.6081
H 2.6711 -0.9602 3.2403
H 1.2513 -1.2976 2.8570
O 2.2243 1.8770 -1.8098
H 1.6969 2.4992 -2.3351
H 2.6538 2.4709 -1.1701
O -1.2543 -2.3218 2.3772
H -2.0564 -2.2192 1.8726
H -0.9925 -1.6378 2.9956
O -1.2327 -1.7050 -2.9596
H -0.3217 -1.9127 -2.7082
H -1.2285 -2.0620 -3.8585
O -1.8215 1.2697 2.1877
H -2.0635 2.0722 2.6642
H -0.8908 1.3283 1.9352
O 2.3555 -0.6260 0.3907
H 2.1072 0.0877 -0.2202
H 2.6411 -1.2819 -0.2683
O -1.9983 -0.0400 0.0511
H -1.6804 -0.8005 0.5444
H -2.9147 0.1133 0.2839
O -0.3217 0.7142 -3.4639
H -0.7805 0.2178 -2.7546
H -0.1693 -0.0674 -4.0031
```

SMILES ... O.O.O.O.O.O.O.O.O
Energy ... -687.91397 hartree
E_HOMO ... -10.6 eV
LUMO ... 0.0023 Eh
Molecular weight ... 162.1 g/mol
Multiplicity ... 1
Gap between HOMO and LUMO ... 10.698 eV

---

(6)
DFT (ωB97M-V/def2-TZVPD) results for C7H10 in the gas phase.

```
17
C7H10 | OMol25 | ωB97M-V/def2-TZVPD
C 0.9961 1.3852 -0.8185
C 0.8157 1.8362 -2.0720
C 1.5688 -0.9966 -1.2094
C 1.0016 -0.0488 -0.4256
C 0.1434 -0.5155 0.6887
C -0.9619 0.0151 1.2346
C -1.8963 -0.9439 1.9664
H 0.7985 2.0098 0.0430
H 0.6317 2.8890 -2.2130
H 0.5018 1.1438 -2.8411
H 1.8644 -1.8833 -0.6316
H 1.6152 -1.0727 -2.2853
H 0.5243 -1.4495 1.1015
H -1.2818 1.0294 1.0095
H -2.8906 -0.8902 1.5220
H -1.9176 -0.5550 2.9959
H -1.5134 -1.9528 1.9351
```

SMILES ... C=CC(=C)/C=C/C
Energy ... -272.60926 hartree
E_HOMO ... -8.1 eV
LUMO ... 0.0226 Eh
Molecular weight ... 94.2 g/mol
Multiplicity ... 1
Gap between HOMO and LUMO ... 8.668 eV

---

(7)
DFT (ωB97M-V/def2-TZVPD) results for C4H11NO2 in the gas phase.

```
18
C4H11NO2 | OMol25 | ωB97M-V/def2-TZVPD
C -0.5103 -0.4211 1.1574
O -0.5615 0.2810 2.3902
C 0.5179 0.2604 0.2704
C 0.5019 -0.2575 -1.1742
C 0.5715 -1.7734 -1.2129
O -0.6330 0.1934 -1.8799
N 0.3254 1.7159 0.2875
H -0.2023 -1.4533 1.3637
H -1.4893 -0.4659 0.6794
H -1.3923 0.1233 2.8511
H 1.4991 0.0503 0.7180
H 1.3948 0.1180 -1.6693
H 0.9133 -2.1752 -2.1562
H 1.2358 -2.1742 -0.4443
H -0.4126 -2.1959 -1.0139
H -1.0897 0.8451 -1.3342
H -0.2773 1.9829 1.0527
H 1.1952 2.2131 0.3844
```

SMILES ... C[C@@H](O)[C@@H](N)CO
Energy ... -364.22584 hartree
E_HOMO ... -9.4 eV
LUMO ... 0.0253 Eh
Molecular weight ... 105.1 g/mol
Multiplicity ... 1
Gap between HOMO and LUMO ... 10.105 eV

---

- Among the records above, which one has the highest multiplicity?
  C2H2FHgO

---

- The highest molecular weight belongs to which entry?
  C37H58AsCl2CsN8O4PS2Si2